# C32H32BN10O3RuS3Se

A molecular structure, C32H32BN10O3RuS3Se (the ωB97M-V functional and the def2-TZVPD basis, the Open Molecules 2025 dataset).

Calculated values
Frontier orbital gap (alpha / beta): 5.70 / 6.04 eV
Multiplicity: 2
Lowest unoccupied orbital energy (alpha / beta): -0.0287 / -0.0331 Ha
⟨S²⟩: 0.78

Atoms and positions in Å:
1 Ru -0.17 0.62 -0.68
2 C -2.47 -2.85 3.97
3 C -1.18 -3.06 4.42
4 C -0.15 -2.25 3.98
5 C -0.44 -1.24 3.08
6 C -1.73 -0.99 2.63
7 C -2.75 -1.81 3.09
8 N 0.32 0.88 1.50
9 C 0.88 2.18 1.72
10 C 1.21 2.72 2.96
11 C 1.80 3.97 3.06
12 C 2.04 4.72 1.91
13 C 1.63 4.24 0.68
14 C 1.05 2.97 0.58
15 N 0.47 2.50 -0.59
16 N 0.17 3.46 -1.46
17 C -1.02 3.43 -2.04
18 C -1.23 4.37 -3.10
19 C -2.46 4.62 -3.60
20 C -3.57 3.96 -3.04
21 C -3.36 3.03 -2.07
22 N -2.11 2.69 -1.62
23 H -3.27 -3.49 4.31
24 H -0.97 -3.87 5.11
25 H 0.87 -2.42 4.32
26 H -1.91 -0.18 1.95
27 H -3.76 -1.65 2.73
28 H 1.00 2.16 3.87
29 H 2.05 4.37 4.03
30 H 2.50 5.70 1.98
31 H 1.74 4.83 -0.22
32 H -0.34 4.87 -3.45
33 H -2.59 5.34 -4.40
34 H -4.59 4.17 -3.35
35 H -4.16 2.48 -1.61
36 C -0.52 -2.75 -3.49
37 N 0.28 -3.20 -2.37
38 C 1.25 -4.17 -2.46
39 C 1.67 -4.42 -1.20
40 N 0.97 -3.59 -0.35
41 B 1.15 -3.56 1.18
42 N 2.23 -2.41 1.46
43 C 3.53 -2.63 1.10
44 C 4.25 -1.51 1.37
45 N 3.38 -0.61 1.92
46 C 3.74 0.75 2.30
47 C 2.16 -1.18 1.95
48 S 0.86 -0.14 2.61
49 C 0.12 -2.84 -1.07
50 S -1.04 -1.73 -0.45
51 H -0.85 -3.62 -4.06
52 H 0.07 -2.09 -4.13
53 H -1.39 -2.21 -3.11
54 H 1.54 -4.59 -3.40
55 H 2.41 -5.11 -0.84
56 H 1.68 -4.58 1.52
57 H 0.13 -3.32 1.74
58 H 3.84 -3.55 0.64
59 H 5.28 -1.27 1.19
60 H 4.82 0.80 2.34
61 H 3.33 1.00 3.27
62 H 3.36 1.46 1.56
63 Se -0.57 0.49 -2.94
64 N -2.01 1.65 -0.65
65 C -2.99 0.65 -0.89
66 C -3.85 0.30 0.15
67 C -4.85 -0.64 -0.04
68 C -5.04 -1.22 -1.29
69 C -4.20 -0.88 -2.33
70 C -3.12 -0.01 -2.14
71 N -2.24 0.14 -3.20
72 H -3.74 0.82 1.09
73 H -5.52 -0.89 0.78
74 H -5.84 -1.93 -1.45
75 H -4.31 -1.32 -3.32
76 C 3.85 1.16 -1.62
77 S 2.82 -0.27 -1.82
78 O 2.17 -0.12 -3.11
79 O 3.68 -1.42 -1.67
80 O 1.85 -0.18 -0.69
81 H 3.24 2.05 -1.81
82 H 4.66 1.10 -2.34
83 H 4.24 1.18 -0.61


# C32H32Cl3N2O4RuS2

A molecular structure, C32H32Cl3N2O4RuS2 (the ωB97M-V functional and the def2-TZVPD basis, the Open Molecules 2025 dataset).

Calculated values
Frontier orbital gap (alpha / beta): 4.38 / 5.76 eV
Total charge: -1
Multiplicity: 5
Lowest unoccupied orbital energy (alpha / beta): 0.0826 / 0.0697 Ha
⟨S²⟩: 6.16

Atoms and positions in Å:
1 Ru 0.26 0.06 -0.19
2 O -1.27 3.88 -0.21
3 C -0.33 3.09 -0.08
4 O -0.45 1.91 0.39
5 C 1.06 3.59 -0.39
6 C 1.32 4.92 -0.07
7 C 2.57 5.49 -0.25
8 C 3.59 4.70 -0.77
9 C 3.34 3.39 -1.12
10 C 2.08 2.81 -0.96
11 S 1.88 1.18 -1.61
12 H 0.50 5.50 0.33
13 H 2.75 6.52 0.03
14 H 4.58 5.12 -0.91
15 H 4.13 2.78 -1.55
16 Cl -6.08 5.39 -1.33
17 C -5.13 4.41 -2.41
18 C -3.90 3.93 -2.01
19 C -3.16 3.16 -2.90
20 C -3.63 2.86 -4.17
21 C -2.84 1.97 -5.11
22 C -3.12 0.50 -4.81
23 N -2.77 0.23 -3.43
24 C -3.61 0.16 -2.34
25 C -2.79 0.02 -1.25
26 N -1.48 -0.02 -1.68
27 C -1.51 0.11 -2.97
28 O -1.44 2.09 -5.00
29 C -0.81 3.32 -5.38
30 C 0.07 3.81 -4.26
31 C 1.29 3.27 -3.97
32 Cl 2.05 1.98 -4.81
33 S 2.04 3.98 -2.61
34 C 0.73 5.07 -2.42
35 C -0.24 4.87 -3.36
36 C -4.89 3.34 -4.52
37 Cl -5.59 2.96 -6.08
38 C -5.65 4.12 -3.67
39 H -3.51 4.11 -1.02
40 H -2.20 2.78 -2.58
41 H -3.16 2.18 -6.14
42 H -2.51 -0.13 -5.46
43 H -4.17 0.27 -4.98
44 H -4.67 0.24 -2.43
45 H -3.04 -0.05 -0.21
46 H -0.64 0.16 -3.61
47 H -1.55 4.07 -5.64
48 H -0.20 3.11 -6.26
49 H 0.73 5.76 -1.60
50 H -1.16 5.43 -3.39
51 H -6.62 4.49 -3.97
52 C -1.63 -0.72 3.35
53 O -1.14 -0.97 2.05
54 C 0.16 -0.57 1.74
55 C 1.03 0.02 2.79
56 H -1.52 0.33 3.63
57 H -1.12 -1.35 4.10
58 H -2.69 -0.98 3.34
59 H 0.97 -0.52 3.75
60 H 0.81 1.08 3.00
61 H 2.07 -0.02 2.46
62 C 1.97 -4.21 -3.03
63 C 1.77 -4.17 -1.51
64 C 0.74 -5.24 -1.11
65 C 3.10 -4.47 -0.81
66 C 1.29 -2.85 -1.09
67 C 0.90 -1.76 -0.71
68 H 2.35 -5.19 -3.34
69 H 2.68 -3.44 -3.34
70 H 1.03 -4.03 -3.54
71 H 1.09 -6.24 -1.39
72 H -0.22 -5.05 -1.60
73 H 0.57 -5.22 -0.03
74 H 3.48 -5.45 -1.11
75 H 2.98 -4.45 0.27
76 H 3.84 -3.72 -1.08


# C32H32IN9O3PbS

A molecular structure, C32H32IN9O3PbS (the ωB97M-V functional and the def2-TZVPD basis, the Open Molecules 2025 dataset).

Calculated values
Frontier orbital gap: 7.18 eV
Total charge: +2
Lowest unoccupied orbital energy: -0.2291 Ha

Atoms and positions in Å:
1 Pb -1.26 0.42 -0.07
2 C -3.69 -2.32 -2.98
3 C -2.20 -2.67 -2.93
4 N -1.73 -3.71 -3.54
5 C -0.40 -4.05 -3.47
6 C 0.47 -3.38 -2.61
7 C 1.84 -3.98 -2.33
8 O 1.76 -4.52 -1.01
9 C -0.06 -2.24 -1.87
10 C 0.83 -1.73 -0.85
11 N 0.69 -0.80 0.04
12 C 1.74 -0.56 0.99
13 C 2.96 -0.13 0.47
14 C 3.97 0.17 1.32
15 C 3.80 0.13 2.70
16 C 2.64 -0.28 3.26
17 C 1.61 -0.60 2.36
18 I -0.30 -0.89 3.11
19 C -1.41 -1.83 -2.08
20 O -1.90 -0.64 -1.69
21 H -4.28 -3.17 -3.35
22 H -4.09 -2.00 -2.05
23 H -3.88 -1.48 -3.66
24 H -0.07 -4.95 -4.04
25 H 2.02 -4.74 -3.11
26 H 2.65 -3.25 -2.48
27 H 2.16 -5.36 -0.95
28 H 1.76 -2.31 -0.84
29 H 3.09 -0.15 -0.61
30 H 4.95 0.55 1.00
31 H 4.62 0.42 3.37
32 H 2.41 -0.36 4.29
33 S -4.67 1.67 2.65
34 C -3.94 3.12 2.15
35 C -2.86 2.86 1.33
36 C -2.61 1.48 1.25
37 C -3.40 0.69 1.99
38 C -3.35 -0.83 1.99
39 C -4.01 -1.57 2.95
40 C -4.01 -2.95 2.84
41 C -3.30 -3.55 1.81
42 C -2.66 -2.74 0.90
43 N -2.69 -1.41 0.97
44 H -4.31 4.03 2.49
45 H -2.31 3.60 0.78
46 H -4.52 -1.11 3.79
47 H -4.57 -3.55 3.60
48 H -3.29 -4.61 1.71
49 H -2.18 -3.13 0.01
50 N -1.53 3.43 -3.26
51 C -0.44 2.72 -3.63
52 C -0.30 1.71 -2.72
53 N -1.28 1.91 -1.76
54 C -2.02 2.90 -2.13
55 H -1.93 4.19 -3.78
56 H 0.09 3.04 -4.52
57 H 0.41 0.91 -2.58
58 H -2.97 3.21 -1.71
59 N 3.84 -1.88 -3.77
60 N 4.61 -0.73 -3.45
61 H 4.17 -2.48 -4.50
62 H 2.87 -1.73 -3.82
63 H 4.83 -0.17 -4.27
64 H 5.40 -1.03 -2.89
65 N 2.23 3.93 5.09
66 C 1.47 3.04 4.43
67 O 0.97 2.06 4.99
68 C 1.35 3.23 2.93
69 C 1.94 4.25 2.21
70 C 1.69 4.36 0.87
71 C 0.95 3.36 0.22
72 N 0.38 2.37 0.90
73 C 0.57 2.33 2.18
74 H 2.30 3.75 6.09
75 H 2.62 4.78 4.63
76 H 2.74 4.88 2.55
77 H 2.14 5.14 0.20
78 H 0.77 3.37 -0.83
79 H 0.06 1.55 2.74


Which F_max belongs to each record? In order, 0.3, 6.4, 2.9 eV Å⁻¹.